[1]
69
Properties=species:S:1:pos:R:3:lowdin_charge:R:1 method="wB97M-V/def2-TZVPD" total_charge=-1 orbital_gap_ev="4.92 / 4.95" e_homo_ha="-0.1396 / -0.1401" e_tot_ev=-121700.540
Mg -0.2146 -0.2198 0.1800 0.483
C 4.5768 -2.3875 4.1553 -0.095
C 3.9524 -1.5750 5.0996 -0.095
C 2.7273 -0.9844 4.8436 -0.020
C 2.1512 -1.2052 3.6053 -0.105
C 0.9543 -0.6889 2.9542 -0.326
N 0.8636 -1.1736 1.7000 0.062
C 1.9282 -1.9704 1.4717 -0.329
N 2.2534 -2.5932 0.3605 0.209
C 1.5405 -2.4989 -0.7384 -0.278
C 1.9009 -3.2021 -1.9606 -0.094
C 2.9612 -4.0232 -2.3079 -0.020
C 2.9986 -4.5231 -3.5976 -0.096
C 1.9995 -4.2150 -4.5207 -0.095
C 0.9333 -3.4003 -4.1767 -0.019
C 0.8909 -2.8932 -2.8887 -0.092
C -0.0397 -2.0217 -2.1815 -0.270
N -1.1369 -1.5647 -2.7408 0.218
C -1.9919 -0.7908 -2.1128 -0.278
N -1.9654 -0.3875 -0.8280 0.113
C -2.9663 0.4874 -0.6246 -0.276
N -3.2377 1.1784 0.4594 0.216
C -2.4692 1.1696 1.5260 -0.270
N -1.3265 0.4837 1.7126 0.124
C -0.8894 0.6972 2.9684 -0.278
N 0.1536 0.1598 3.5598 0.209
C -1.7822 1.6200 3.6541 -0.095
C -1.7791 2.1778 4.9214 -0.020
C -2.8093 3.0436 5.2470 -0.096
C -3.8124 3.3507 4.3292 -0.096
C -3.8170 2.8010 3.0580 -0.019
C -2.7942 1.9274 2.7279 -0.092
C -3.7559 0.6267 -1.8418 -0.095
C -4.8632 1.3884 -2.1712 -0.018
C -5.3205 1.3270 -3.4761 -0.095
C -4.6976 0.5218 -4.4265 -0.094
C -3.5981 -0.2543 -4.0995 -0.019
C -3.1305 -0.1910 -2.7984 -0.098
N 0.4001 -1.8062 -0.9267 0.125
C 2.7774 -2.0270 2.6537 -0.104
C 3.9921 -2.6353 2.9255 -0.019
H 5.5376 -2.8246 4.3885 0.094
H 4.4436 -1.3947 6.0438 0.093
H 2.2385 -0.3540 5.5696 0.107
H 3.7274 -4.2569 -1.5856 0.107
H 3.8185 -5.1607 -3.9034 0.094
H 2.0679 -4.6187 -5.5226 0.094
H 0.1563 -3.1576 -4.8840 0.107
H -0.9939 1.9395 5.6218 0.107
H -2.8362 3.4944 6.2302 0.094
H -4.5974 4.0376 4.6168 0.094
H -4.5845 3.0421 2.3391 0.108
H -5.3387 2.0146 -1.4330 0.107
H -6.1703 1.9253 -3.7700 0.093
H -5.0801 0.5062 -5.4375 0.094
H -3.1097 -0.8821 -4.8293 0.108
H 4.4652 -3.2650 2.1877 0.107
Cl 4.3708 4.8024 -2.6565 0.638
C 3.0809 3.7758 -2.1631 -0.733
C 3.2331 2.9382 -1.0608 -0.713
Cl 4.7096 2.9107 -0.1863 0.676
C 2.1999 2.1128 -0.6709 -0.576
Cl 2.3253 1.0568 0.6627 0.884
C 0.9631 2.0453 -1.3595 -0.472
O 0.0528 1.2505 -0.9915 -0.135
C 0.8455 2.9186 -2.4731 -0.603
Cl -0.6363 2.8639 -3.3451 0.715
C 1.8744 3.7600 -2.8616 -0.715
Cl 1.6792 4.7912 -4.2211 0.663

[2]
73
Properties=species:S:1:pos:R:3:lowdin_charge:R:1 method="wB97M-V/def2-TZVPD" total_charge=0 orbital_gap_ev="4.99 / 5.01" e_homo_ha="-0.2489 / -0.2494" e_tot_ev=-76541.091
Al 0.4162 0.1963 0.1418 0.151
C 2.4743 4.7359 -4.0696 -0.071
C 1.1361 5.1664 -4.0265 -0.072
C 0.2199 4.5723 -3.1802 -0.009
C 0.6702 3.5238 -2.3840 -0.105
C 0.0083 2.7155 -1.3788 -0.237
N -1.2340 2.9278 -0.9876 0.215
C -1.7918 2.2088 -0.0342 -0.236
C -3.0806 2.5337 0.5481 -0.104
C -3.9640 3.5856 0.3299 -0.007
C -5.1217 3.6076 1.0865 -0.069
C -5.3918 2.6077 2.0366 -0.068
C -4.5094 1.5656 2.2505 0.001
C -3.3456 1.5496 1.4909 -0.102
C -2.2255 0.6297 1.4582 -0.255
N -2.2050 -0.4915 2.1560 0.207
C -1.1483 -1.2705 2.1579 -0.266
N 0.1094 -0.9309 1.7294 0.152
C 0.9350 -1.9990 2.0264 -0.237
N 2.2275 -2.0627 1.8380 0.227
C 2.8842 -1.1408 1.1399 -0.223
N 2.3472 -0.0898 0.4391 0.150
C 3.3626 0.4770 -0.2896 -0.232
N 3.2632 1.4444 -1.1851 0.219
C 2.1170 2.0308 -1.4519 -0.238
N 0.8978 1.8002 -0.8586 0.141
C 1.9917 3.0980 -2.4272 -0.101
C 2.9206 3.7028 -3.2677 -0.005
C 4.6165 -0.1833 0.0216 -0.102
C 5.9115 0.0085 -0.4476 -0.006
C 6.8895 -0.8476 0.0231 -0.069
C 6.5836 -1.8758 0.9311 -0.070
C 5.2943 -2.0692 1.3871 -0.003
C 4.3146 -1.1997 0.9185 -0.102
C 0.1557 -3.0809 2.6185 -0.096
C 0.4953 -4.3765 2.9783 0.005
C -0.5304 -5.1990 3.4172 -0.057
C -1.8517 -4.7388 3.4925 -0.057
C -2.1828 -3.4441 3.1305 -0.003
C -1.1517 -2.6257 2.6958 -0.111
N -1.2961 1.0562 0.5461 0.154
H 3.1663 5.2287 -4.7419 0.103
H 0.8250 5.9834 -4.6660 0.103
H -0.8121 4.8995 -3.1324 0.114
H -3.7453 4.3501 -0.4064 0.114
H -5.8364 4.4104 0.9494 0.104
H -6.3098 2.6556 2.6088 0.104
H -4.7109 0.7857 2.9755 0.118
H 3.9499 3.3661 -3.2924 0.116
H 6.1341 0.8013 -1.1506 0.114
H 7.9111 -0.7327 -0.3178 0.103
H 7.3758 -2.5314 1.2718 0.104
H 5.0465 -2.8618 2.0821 0.116
H 1.5149 -4.7304 2.8923 0.118
H -0.3114 -6.2249 3.6887 0.107
H -2.6294 -5.4186 3.8211 0.107
H -3.2038 -3.0830 3.1601 0.119
N 0.1901 -1.0707 -1.2149 0.198
C 0.5700 -2.1899 -1.3346 -0.288
N 1.0725 -3.3068 -1.5164 0.133
C 0.7342 -4.5790 -1.4710 -0.382
N 0.5307 -5.7191 -1.4773 0.120
S -3.1482 -2.2498 -0.4693 0.657
C -2.5091 -2.3564 -1.9943 -0.875
N -2.6111 -1.2754 -2.8538 0.059
C -2.0623 -1.2323 -4.0828 -0.075
C -1.3736 -2.3011 -4.5435 -0.045
C -1.2815 -3.3987 -3.6590 -0.126
N -1.8083 -3.4371 -2.4617 0.068
H -3.1060 -0.4812 -2.4771 0.129
H -2.2009 -0.3205 -4.6469 0.131
H -0.9157 -2.3058 -5.5200 0.104
H -0.7306 -4.2873 -3.9571 0.116

[3]
87
Properties=species:S:1:pos:R:3:lowdin_charge:R:1 method="wB97M-V/def2-TZVPD" s2=2.0455 total_charge=-1 orbital_gap_ev="4.81 / 6.25" e_homo_ha="-0.1386 / -0.1927" e_tot_ev=-188956.278 spin_multiplicity=3
Mo 0.7285 -0.1881 -0.9302 1.579
C -1.7893 6.5050 0.1374 -0.052
C -1.2740 5.0899 0.2390 -0.267
C -0.4749 4.6783 1.2980 -0.033
C -0.0331 3.3756 1.3825 -0.022
C -0.3456 2.4099 0.4183 -0.232
N 0.1119 1.0847 0.6242 -0.065
C 0.0634 0.6407 1.9626 -0.231
C -1.0250 0.9898 2.7716 -0.014
C -1.1097 0.6011 4.0930 -0.029
C -0.1130 -0.1693 4.6852 -0.267
C -0.1926 -0.6086 6.1273 -0.044
C 0.9538 -0.5445 3.8873 0.019
C 1.0459 -0.1727 2.5480 -0.077
C 2.2358 -0.5755 1.7049 -0.236
O 1.8068 -0.8353 0.4033 -0.320
C 3.2888 0.5896 1.7224 -0.549
F 3.6026 0.8981 2.9882 0.166
F 2.8162 1.6892 1.1481 0.182
F 4.4099 0.2345 1.0840 0.171
C 2.9605 -1.8967 2.1472 -0.542
F 2.1053 -2.7960 2.6425 0.159
F 3.5626 -2.4571 1.0990 0.176
F 3.8961 -1.6751 3.0799 0.165
C -1.0532 2.8530 -0.7051 -0.107
C -1.5450 4.1560 -0.7464 0.002
C -1.3650 1.8856 -1.8370 -0.221
O -0.4976 0.7948 -1.8123 -0.356
C -1.2033 2.4539 -3.3222 -0.541
F -2.2614 2.1332 -4.0877 0.152
F -1.0718 3.7788 -3.3661 0.134
F -0.1386 1.9231 -3.9093 0.161
C -2.8249 1.3642 -1.6169 -0.566
F -3.6892 2.3540 -1.9107 0.159
F -3.1105 0.3108 -2.3793 0.160
F -3.0203 1.0234 -0.3480 0.167
H -2.0376 6.9070 1.1214 0.073
H -1.0406 7.1664 -0.3074 0.079
H -2.6827 6.5529 -0.4858 0.074
H -0.2014 5.3844 2.0757 0.114
H 0.5853 3.0765 2.2194 0.121
H -1.8249 1.5703 2.3296 0.127
H -1.9820 0.8866 4.6732 0.116
H -1.1127 -0.2525 6.5924 0.074
H -0.1758 -1.6984 6.2106 0.075
H 0.6501 -0.2212 6.7061 0.078
H 1.7442 -1.1381 4.3321 0.127
H -2.1658 4.4631 -1.5737 0.119
O -3.6247 -6.1794 -4.2883 0.103
C -3.5497 -4.8467 -4.5392 -0.479
O -4.4428 -4.3214 -5.1428 0.109
C -2.3400 -4.1238 -4.0390 -0.141
C -2.3054 -2.7427 -4.1988 -0.003
C -1.2097 -2.0110 -3.7780 -0.124
C -0.1173 -2.6440 -3.1847 -0.701
S 1.3249 -1.7290 -2.7197 0.636
C -0.1508 -4.0256 -3.0230 -0.117
C -1.2506 -4.7540 -3.4442 -0.029
H -2.8661 -6.4560 -3.7632 0.077
H -3.1566 -2.2550 -4.6566 0.124
H -1.1911 -0.9374 -3.9080 0.094
H 0.6847 -4.5210 -2.5447 0.105
H -1.2229 -5.8286 -3.2895 0.106
Se 2.1666 4.5662 -2.3708 1.017
N 3.7985 3.9850 -2.8474 -0.273
C 3.8319 2.6941 -2.5656 -0.410
C 4.9348 1.8414 -2.7716 -0.031
C 4.8160 0.5108 -2.3721 -0.092
C 3.6538 0.0384 -1.8137 -0.234
N 2.5330 0.8004 -1.6140 -0.098
C 2.6030 2.1306 -1.9742 -0.442
N 1.6083 2.9504 -1.7962 -0.227
H 5.8428 2.2310 -3.2128 0.101
H 5.6467 -0.1760 -2.4790 0.101
H 3.5915 -0.9845 -1.4780 0.064
F -1.2676 -4.3755 4.8594 0.111
C -1.2485 -3.7766 3.6623 -0.145
C -0.2819 -4.1086 2.7359 -0.164
F 0.6203 -5.0513 3.0350 0.113
C -0.2602 -3.4719 1.5121 -0.257
F 0.6927 -3.8379 0.6521 0.088
C -1.1884 -2.4930 1.1612 -0.482
S -1.2368 -1.7955 -0.4514 0.738
C -2.1679 -2.2143 2.1069 -0.248
F -3.1418 -1.3426 1.8375 0.090
C -2.1965 -2.8293 3.3448 -0.151
F -3.1381 -2.5111 4.2432 0.109

[4]
80
Properties=species:S:1:pos:R:3:lowdin_charge:R:1 method="wB97M-V/def2-TZVPD" s2=0.7738 total_charge=-1 orbital_gap_ev="5.27 / 5.65" e_homo_ha="-0.1871 / -0.2012" e_tot_ev=-213165.336 spin_multiplicity=2
Ir -1.3400 -0.7788 0.4498 1.000
Se -4.9193 5.7786 -0.9256 1.108
N -4.1270 5.0939 0.5177 -0.226
C -3.7008 3.9064 0.1911 -0.327
C -2.9816 3.0297 1.1110 -0.074
C -2.7071 3.3492 2.4387 0.021
C -2.0230 2.4396 3.2183 -0.012
C -1.5991 1.2394 2.6608 -0.082
N -1.8447 0.9467 1.3877 -0.097
C -2.5521 1.8014 0.6239 -0.147
C -2.8702 1.3500 -0.7240 -0.181
N -2.4775 0.1013 -1.0361 -0.098
C -2.6860 -0.3610 -2.2610 -0.086
C -3.3334 0.4043 -3.2278 0.009
C -3.7758 1.6685 -2.9121 0.026
C -3.5376 2.1629 -1.6292 -0.078
C -3.9634 3.4820 -1.1706 -0.324
N -4.5987 4.3362 -1.9231 -0.223
H -3.0404 4.2985 2.8356 0.121
H -1.8060 2.6436 4.2569 0.115
H -1.0472 0.4856 3.2078 0.109
H -2.3184 -1.3525 -2.4792 0.076
H -3.4782 -0.0217 -4.2101 0.124
H -4.2956 2.2853 -3.6325 0.121
S -6.8299 -4.2021 5.2608 0.528
C -5.9780 -3.4743 4.0710 -1.531
S -6.6885 -2.7237 2.6903 0.877
C -5.2369 -2.1577 1.8974 -1.227
C -4.0099 -2.4812 2.5878 -1.086
S -2.3791 -2.1442 2.2682 0.674
S -4.2497 -3.3806 4.0607 0.884
S -5.3437 -1.3404 0.4785 0.593
O 1.6172 -2.2879 0.6155 0.069
C 1.2646 -1.6520 1.5831 -0.623
O 0.0610 -1.2448 1.8757 -0.356
C 2.2792 -1.2370 2.6184 -0.107
C 2.3741 0.0925 3.0104 -0.003
C 3.3580 0.4920 3.8982 0.007
C 4.2216 -0.4687 4.3953 -0.152
C 4.1466 -1.8012 4.0262 0.011
C 3.1718 -2.1778 3.1186 0.012
N 5.2655 -0.0545 5.3471 -0.356
O 6.0224 -0.9068 5.7693 0.066
O 5.3155 1.1198 5.6614 0.062
H 1.6819 0.8165 2.5988 0.111
H 3.4660 1.5204 4.2080 0.116
H 4.8453 -2.5127 4.4393 0.117
H 3.0996 -3.2028 2.7805 0.128
N -1.0864 -2.5059 -0.5657 -0.005
C -1.4945 -3.3865 -1.1953 -0.187
C -1.9132 -4.4241 -2.0088 -0.269
C -2.2464 -4.0904 -3.3448 -0.274
N -2.5425 -3.8162 -4.4275 0.119
C -2.1427 -5.7209 -1.4943 -0.248
N -2.3255 -6.7848 -1.0863 0.112
S 0.6251 -1.5906 -3.3199 0.286
P 1.3637 -0.1832 -2.2085 0.151
S 0.3102 0.5704 -0.5813 0.424
C 1.6834 1.3428 -3.1705 -0.382
C 2.7138 1.2867 -4.1092 -0.090
C 2.9697 2.3663 -4.9373 -0.084
C 2.1927 3.5146 -4.8437 -0.097
C 1.1645 3.5751 -3.9168 -0.090
C 0.9113 2.4940 -3.0810 -0.114
C 3.0133 -0.5492 -1.5254 -0.406
C 3.6094 -1.7752 -1.7793 -0.104
C 4.8698 -2.0531 -1.2671 -0.077
C 5.5344 -1.1070 -0.5022 -0.090
C 4.9392 0.1236 -0.2482 -0.086
C 3.6832 0.4021 -0.7610 -0.106
H 3.3125 0.3871 -4.1933 0.109
H 3.7739 2.3108 -5.6601 0.101
H 2.3888 4.3565 -5.4959 0.097
H 0.5544 4.4668 -3.8394 0.098
H 0.1126 2.5442 -2.3528 0.053
H 3.0636 -2.5125 -2.3545 0.075
H 5.3265 -3.0162 -1.4577 0.102
H 6.5152 -1.3267 -0.0987 0.098
H 5.4539 0.8634 0.3522 0.100
H 3.2150 1.3579 -0.5545 0.098